The following is a DFT calculation (ωB97M-V/def2-TZVPD) of a structure of composition C4H8InO2 at a distorted geometry.

```
15
Properties=species:S:1:pos:R:3:mulliken_charge:R:1
C 0.651 0.022 -1.674 -0.829
C 0.775 0.682 -0.352 -0.241
C -0.113 0.475 0.681 0.229
C 0.335 0.597 2.014 0.101
O -0.415 0.428 3.009 -0.338
In -0.487 0.581 4.727 1.188
H 1.523 0.240 -2.308 0.398
H 0.741 -1.066 -1.540 0.392
H -0.026 0.953 -1.959 0.417
H 1.790 0.998 -0.086 0.384
H -1.174 0.299 0.494 0.368
H 1.382 0.901 2.187 0.319
H -1.940 -1.240 -1.147 0.418
O -1.617 -1.462 -2.033 -0.256
H -1.426 -2.407 -2.014 0.449
```

net charge	+3
ΔE to the lowest compared entry with this formula, charge and spin	74.1	kJ/mol

The following is a DFT calculation (ωB97M-V/def2-TZVPD) of a structure of composition C4H8KO2 at a distorted geometry.

```
15
Properties=species:S:1:pos:R:3:lowdin_spin:R:1
H -2.371 -0.139 0.823 0.012
C -1.052 0.552 -0.484 0.014
O -2.339 0.049 -0.122 0.074
K -4.888 -0.412 -1.575 0.882
H -1.031 0.458 -1.579 0.009
H -1.025 1.628 -0.254 0.003
H 0.846 0.722 -1.264 0.000
O 2.508 -1.243 1.070 0.000
C 2.292 -0.750 -0.118 0.000
C 0.212 -0.180 0.455 0.003
C 1.457 0.425 -0.200 0.001
H 3.446 -1.415 1.215 0.000
H 0.103 0.176 1.490 0.001
H 0.014 -1.256 0.358 0.002
H 1.828 1.386 0.183 0.000
```

multiplicity	2
electronic energy	-24690.953	eV

The following is a DFT calculation (ωB97M-V/def2-TZVPD) of a structure of composition C4H8KO8 at a distorted geometry.

```
21
Properties=species:S:1:pos:R:3:nbo_charge:R:1
K -3.869 -13.554 19.132 0.970
O -3.774 -15.086 15.104 -0.752
C -3.666 -15.431 13.807 0.920
O -4.404 -14.912 12.939 -0.836
O -2.719 -16.146 13.455 -0.821
H -4.397 -14.358 15.054 0.490
O -8.670 -12.286 15.731 -0.745
C -7.491 -11.725 15.485 0.919
O -7.416 -10.846 14.601 -0.840
O -6.512 -12.036 16.150 -0.800
H -9.069 -12.210 14.861 0.469
C 1.163 -15.018 20.307 -0.225
O 0.207 -14.486 19.427 -0.999
H 0.658 -15.745 20.943 0.078
H 1.939 -15.594 19.802 0.080
H 1.646 -14.341 21.011 0.080
C -3.404 -9.353 22.342 -0.246
O -3.236 -9.756 20.974 -1.012
H -2.484 -8.971 22.785 0.089
H -4.194 -8.604 22.406 0.092
H -3.682 -10.226 22.932 0.090
```

net charge	-3
ΔE to the lowest compared entry with this formula, charge and spin	47.5	kJ/mol

The following is a DFT calculation (ωB97M-V/def2-TZVPD) of a cluster of 2 separate species, C4H8N in total at a distorted geometry.

```
13
Properties=species:S:1:pos:R:3:nbo_charge:R:1
C -0.845 1.226 -0.230 -0.389
C -1.163 -0.044 -0.052 0.112
C -1.584 -1.243 0.084 -0.429
C 0.906 0.139 0.664 0.042
N 1.722 -0.140 -0.326 -0.699
H -0.438 1.569 -1.169 0.252
H -1.023 -2.031 0.569 0.242
H -2.564 -1.550 -0.251 0.278
H 0.570 -0.646 1.319 0.242
H 1.029 1.111 1.130 0.241
H 1.771 -1.059 -0.739 0.425
H -1.179 1.983 0.465 0.262
H 2.181 0.601 -0.840 0.424
```

net charge	+1
ΔE to the lowest compared entry with this formula, charge and spin	172.3	kJ/mol

The following is a DFT calculation (ωB97M-V/def2-TZVPD) of the ion C4H8N with charge +2 at a distorted geometry.

```
13
Properties=species:S:1:pos:R:3:lowdin_spin:R:1
C 1.081 1.097 -2.014 0.073
C 0.421 0.811 -0.653 0.259
C 0.181 -0.413 -0.062 0.372
N -0.645 -0.342 1.051 0.060
C -1.039 -1.277 1.884 0.164
H 1.518 0.207 -2.458 0.000
H 1.889 1.811 -1.815 0.034
H 0.442 1.659 -2.711 0.023
H 0.014 1.625 -0.145 0.007
H 0.317 -1.505 -0.518 0.003
H -0.858 0.626 1.172 -0.001
H -1.491 -1.008 2.785 0.007
H -1.184 -2.334 1.398 0.000
```

multiplicity	2
net charge	+2
ΔE to the lowest compared entry with this formula, charge and spin	95.3	kJ/mol

The following is a DFT calculation (ωB97M-V/def2-TZVPD) of a structure of composition C4H8N2 at a distorted geometry.

```
14
Properties=species:S:1:pos:R:3:nbo_charge:R:1
C -0.554 -2.148 1.474 -0.042
C 0.714 0.844 -0.978 -0.598
C -0.076 -0.278 1.146 -0.376
C -0.329 -0.065 -0.331 -0.433
N 0.126 -3.106 0.671 -0.084
N 0.512 -3.015 1.832 -0.068
H -1.558 -2.291 1.825 0.174
H 0.571 0.866 -2.057 0.210
H 1.717 0.470 -0.777 0.201
H 0.640 1.858 -0.596 0.201
H -0.702 0.278 1.826 0.204
H 0.970 -0.257 1.425 0.198
H -0.296 -1.028 -0.848 0.208
H -1.325 0.354 -0.478 0.203
```

ΔE to the lowest compared entry with this formula, charge and spin	341.9	kJ/mol